Run i
Molecular formula: H11O5
Method: DFT, the ωB97M-V functional and the def2-TZVPD basis

The molar mass comes out at 91.08 g mol⁻¹. As for the orbital gap: 12.3834 eV. The calculation puts the highest occupied orbital energy at -15.40 eV. As for the net charge: +1.

Structure (XYZ):
```
16
Properties=species:S:1:pos:R:3:mulliken_charge:R:1
O 1.80 1.03 2.46 -0.63
H 2.70 1.29 2.71 0.31
H 1.25 1.10 3.25 0.32
O 0.40 -1.62 -1.02 -0.60
H 0.62 -2.20 -1.75 0.32
H -0.26 -2.13 -0.49 0.37
O -0.83 1.85 -1.94 -0.64
H -1.01 2.71 -1.53 0.32
H -1.17 1.99 -2.83 0.31
O -2.11 -2.07 0.13 -0.66
H -2.62 -2.08 0.96 0.32
H -2.66 -1.56 -0.48 0.33
O 1.13 0.43 0.09 -0.44
H 1.39 0.54 1.05 0.48
H 0.77 -0.47 -0.37 0.50
H 0.60 1.17 -0.23 0.38
```

***

Run ii
Molecular formula: H11O5
Method: DFT, the ωB97M-V functional and the def2-TZVPD basis

The molar mass comes out at 91.08 g mol⁻¹. As for the orbital gap: 12.0170 eV. The calculation puts the highest occupied orbital energy at -15.39 eV. As for the net charge: +1.

Structure (XYZ):
```
16
Properties=species:S:1:pos:R:3:mulliken_charge:R:1
O 0.58 0.15 -0.82 -0.26
H 0.94 -0.62 -0.58 0.41
H -0.35 0.26 -0.53 0.42
H 0.99 0.82 -0.18 0.51
O 1.40 2.40 0.53 -0.64
H 1.75 2.84 1.29 0.32
H 0.91 3.19 0.45 0.29
O -0.82 -1.26 1.14 -0.57
H -1.70 -1.02 1.08 0.29
H -0.90 -1.37 2.06 0.31
O -2.03 0.86 -0.30 -0.72
H -2.76 1.00 -0.99 0.34
H -2.28 1.37 0.57 0.34
O 1.54 -2.58 -0.99 -0.68
H 0.66 -3.00 -1.10 0.33
H 2.07 -3.07 -1.61 0.32
```

***

Unit: kcal/mol. Relative energies: run i 0.0; run ii 35.5.